Computed, not measured: C24H24N5O4Pd as an isolated structure, with ωB97M-V/def2-TZVPD.

Results
Net charge: -1
E_tot (eV): -44402.18435

Atoms and positions in Å:
1 Pd 0.196 -0.269 0.084
2 C 0.317 0.533 -4.316
3 C -1.088 0.276 -3.840
4 C -2.172 0.846 -4.505
5 C -3.469 0.626 -4.073
6 C -3.686 -0.192 -2.973
7 C -2.626 -0.779 -2.289
8 C -2.892 -1.686 -1.119
9 C -1.320 -0.522 -2.712
10 N -0.226 -0.995 -1.940
11 C 0.613 -1.882 -2.459
12 O 0.566 -2.470 -3.543
13 C 1.741 -2.164 -1.510
14 C 2.765 -3.036 -1.810
15 C 3.743 -3.263 -0.851
16 C 3.668 -2.612 0.371
17 C 2.621 -1.743 0.588
18 N 1.692 -1.537 -0.335
19 C 2.458 -0.962 1.848
20 O 3.283 -1.089 2.753
21 N 1.406 -0.152 1.767
22 C 0.991 0.646 2.875
23 C 0.542 0.040 4.050
24 C 0.551 -1.457 4.196
25 C 0.063 0.844 5.081
26 C 0.019 2.221 4.954
27 C 0.474 2.808 3.784
28 C 0.968 2.034 2.740
29 C 1.501 2.698 1.499
30 H 0.333 1.313 -5.079
31 H 0.749 -0.380 -4.729
32 H 0.960 0.837 -3.484
33 H -1.987 1.475 -5.371
34 H -4.306 1.084 -4.588
35 H -4.699 -0.389 -2.640
36 H -3.959 -1.724 -0.897
37 H -2.378 -1.351 -0.222
38 H -2.537 -2.698 -1.330
39 H 2.757 -3.514 -2.780
40 H 4.557 -3.949 -1.054
41 H 4.393 -2.740 1.163
42 H 0.090 -1.928 3.323
43 H 0.001 -1.760 5.088
44 H 1.574 -1.831 4.263
45 H -0.301 0.371 5.988
46 H -0.382 2.833 5.753
47 H 0.443 3.887 3.671
48 H 1.264 3.762 1.501
49 H 1.086 2.252 0.602
50 H 2.587 2.578 1.433
51 N -0.943 1.830 -0.882
52 N -1.589 2.387 0.224
53 C -1.986 1.506 1.251
54 O -2.870 1.910 2.003
55 O -1.364 0.372 1.327
56 H -0.293 2.498 -1.273
57 H -1.593 1.538 -1.602
58 H -2.305 3.069 0.029